1.
The following is a DFT calculation (wB97M-V/def2-TZVPD) of C7H23AlN2O2PS as an isolated structure in a non-equilibrium geometry.

Summary:
E_tot: -1522.5749 Ha
Kohn-Sham gap: 7.14 eV
E_LUMO: 2.8 eV
Energy relative to the best compared isomer or geometry (same formula, charge and spin): 0.000 eV

```
! wB97M-V def2-TZVPD RIJCOSX def2/J DEFGRID3
* xyz -1 1
N -6.260 -2.433 -0.026
C -5.696 -3.077 1.230
Al -3.718 -3.548 0.907
P -2.474 -1.680 1.741
O -1.596 -2.111 3.098
O -1.380 -1.097 0.589
S -3.625 -0.163 2.257
H -5.493 -1.953 -0.461
H -6.510 -3.200 -0.625
H -6.282 -3.954 1.509
H -5.820 -2.350 2.033
H -3.435 -3.595 -0.686
H -3.276 -4.918 1.597
H -1.912 -1.536 3.784
H -1.530 -1.595 -0.206
C 0.237 1.402 -0.420
C 1.679 1.171 0.001
N 2.583 0.992 -1.124
C 3.880 0.458 -0.747
C 4.769 1.305 0.167
C 2.598 2.068 -2.096
C 2.912 3.483 -1.598
H -0.102 0.616 -1.093
H -0.410 1.388 0.454
H 0.103 2.367 -0.916
H 1.704 0.261 0.604
H 1.997 1.994 0.660
H 4.436 0.215 -1.658
H 3.705 -0.504 -0.254
H 5.194 2.162 -0.356
H 5.608 0.702 0.525
H 4.231 1.666 1.044
H 1.620 2.093 -2.584
H 3.298 1.807 -2.895
H 2.327 3.747 -0.716
H 2.667 4.208 -2.378
H 3.968 3.611 -1.362
*
```

Formally, the Mulliken partial charges of the atoms, in units of the elementary charge, are as follows: atom 1 (N): -0.739, atom 2 (C): -0.565, atom 3 (Al): 0.115, atom 4 (P): 0.493, atom 5 (O): -0.486, atom 6 (O): -0.348, atom 7 (S): -0.554, atom 8 (H): 0.265, atom 9 (H): 0.241, atom 10 (H): 0.342, atom 11 (H): 0.242, atom 12 (H): -0.249, atom 13 (H): -0.234, atom 14 (H): 0.281, atom 15 (H): 0.215, atom 16 (C): -1.410, atom 17 (C): -0.356, atom 18 (N): 0.124, atom 19 (C): -0.710, atom 20 (C): -0.974, atom 21 (C): -0.718, atom 22 (C): -0.960, atom 23 (H): 0.271, atom 24 (H): 0.409, atom 25 (H): 0.349, atom 26 (H): 0.496, atom 27 (H): 0.200, atom 28 (H): 0.353, atom 29 (H): 0.406, atom 30 (H): 0.217, atom 31 (H): 0.402, atom 32 (H): 0.274, atom 33 (H): 0.367, atom 34 (H): 0.358, atom 35 (H): 0.256, atom 36 (H): 0.376, atom 37 (H): 0.254

---

2.
The following is a DFT calculation (wB97M-V/def2-TZVPD) of C32H28ClN3O5RuS4Sb as an isolated structure.

Summary:
⟨S²⟩: 6.035
E_tot: -4164.2588 Ha
Kohn-Sham gap (alpha / beta): 7.25 / 5.59 eV
E_LUMO (alpha / beta): -3.8 / -5.5 eV
Energy relative to the best compared isomer or geometry (same formula, charge and spin): 0.807 eV

```
! wB97M-V def2-TZVPD RIJCOSX def2/J DEFGRID3
* xyz 1 5
Ru 1.695 -0.560 2.172
O 4.301 -0.503 3.479
Cl 3.920 -1.876 3.364
O 4.736 -2.761 4.077
O 2.502 -1.972 3.853
O 3.818 -2.210 1.953
S -0.375 0.742 5.880
C 0.162 0.448 4.399
S 1.535 1.201 3.580
S -0.358 -0.782 3.243
S 2.876 0.625 0.523
Sb 1.452 2.212 -0.443
C -0.043 2.983 0.783
C -0.018 4.344 1.066
C -1.023 4.898 1.845
C -2.041 4.099 2.336
C -2.065 2.740 2.053
C -1.069 2.180 1.275
C 0.590 1.366 -2.149
C -0.789 1.202 -2.248
C -1.333 0.610 -3.382
C -0.505 0.183 -4.408
C 0.872 0.350 -4.309
C 1.423 0.938 -3.180
C 2.691 3.759 -1.064
C 3.933 3.956 -0.471
C 4.728 5.010 -0.894
C 4.283 5.854 -1.897
C 3.045 5.651 -2.491
C 2.245 4.600 -2.077
H 0.780 4.977 0.699
H -1.006 5.954 2.073
H -2.820 4.535 2.943
H -2.857 2.118 2.446
H -1.091 1.113 1.075
H -1.446 1.547 -1.458
H -2.404 0.484 -3.461
H -0.926 -0.299 -5.279
H 1.514 0.016 -5.113
H 2.499 1.061 -3.115
H 4.289 3.295 0.312
H 5.695 5.169 -0.439
H 4.906 6.673 -2.224
H 2.707 6.309 -3.276
H 1.284 4.443 -2.553
C -3.788 -3.065 3.093
C -3.469 -3.190 1.635
C -2.968 -2.111 0.909
C -2.686 -2.216 -0.443
C -2.866 -3.432 -1.092
N -2.516 -3.607 -2.450
C -1.526 -2.951 -3.134
O -1.565 -2.749 -4.328
N -0.459 -2.484 -2.379
C -0.017 -2.887 -1.127
C -0.138 -4.177 -0.617
C 0.294 -4.423 0.671
C 0.839 -3.397 1.426
N 0.963 -2.169 0.924
C 0.554 -1.916 -0.315
C -3.374 -4.518 -0.385
C -3.682 -4.388 0.956
H -3.519 -2.078 3.466
H -3.242 -3.804 3.681
H -4.851 -3.215 3.276
H -2.814 -1.161 1.406
H -2.311 -1.359 -0.986
H -3.189 -4.052 -3.058
H 0.110 -1.820 -2.885
H -0.565 -4.966 -1.217
H 0.216 -5.410 1.101
H 1.191 -3.536 2.442
H 0.661 -0.900 -0.673
H -3.516 -5.465 -0.884
H -4.082 -5.240 1.487
*
```

Formally, the Mulliken partial charges of the atoms, in units of the elementary charge, are as follows: atom 1 (Ru): 1.142, atom 2 (O): -0.564, atom 3 (Cl): 1.866, atom 4 (O): -0.630, atom 5 (O): -0.623, atom 6 (O): -0.604, atom 7 (S): -0.095, atom 8 (C): 0.049, atom 9 (S): -0.191, atom 10 (S): -0.073, atom 11 (S): -0.642, atom 12 (Sb): 2.067, atom 13 (C): 0.424, atom 14 (C): -0.634, atom 15 (C): -0.677, atom 16 (C): -0.687, atom 17 (C): -0.694, atom 18 (C): -0.280, atom 19 (C): 0.013, atom 20 (C): -0.113, atom 21 (C): -0.336, atom 22 (C): -0.771, atom 23 (C): -0.613, atom 24 (C): -0.577, atom 25 (C): 0.434, atom 26 (C): -0.615, atom 27 (C): -0.664, atom 28 (C): -0.479, atom 29 (C): -0.700, atom 30 (C): -0.290, atom 31 (H): 0.461, atom 32 (H): 0.409, atom 33 (H): 0.421, atom 34 (H): 0.486, atom 35 (H): 0.404, atom 36 (H): 0.458, atom 37 (H): 0.451, atom 38 (H): 0.308, atom 39 (H): 0.442, atom 40 (H): 0.474, atom 41 (H): 0.347, atom 42 (H): 0.414, atom 43 (H): 0.407, atom 44 (H): 0.408, atom 45 (H): 0.412, atom 46 (C): -1.602, atom 47 (C): 0.607, atom 48 (C): -0.458, atom 49 (C): -0.088, atom 50 (C): -0.329, atom 51 (N): -0.033, atom 52 (C): 0.219, atom 53 (O): -0.654, atom 54 (N): 0.157, atom 55 (C): -0.450, atom 56 (C): -0.232, atom 57 (C): -1.228, atom 58 (C): -0.276, atom 59 (N): 0.638, atom 60 (C): 0.478, atom 61 (C): -0.296, atom 62 (C): -0.789, atom 63 (H): 0.285, atom 64 (H): 0.342, atom 65 (H): 0.439, atom 66 (H): 0.519, atom 67 (H): 0.556, atom 68 (H): 0.289, atom 69 (H): 0.113, atom 70 (H): 0.546, atom 71 (H): 0.451, atom 72 (H): 0.575, atom 73 (H): -0.409, atom 74 (H): 0.469, atom 75 (H): 0.419

---

3.
The following is a DFT calculation (wB97M-V/def2-TZVPD) of an isolated molecule of C12H15N5OS2.

Summary:
E_tot: -1611.7077 Ha
SMILES: CCNC(=S)NNC(=O)CSc1nc2ccccc2[nH]1
Kohn-Sham gap: 8.22 eV
E_LUMO: 0.2 eV

```
! wB97M-V def2-TZVPD RIJCOSX def2/J DEFGRID3
* xyz 0 1
C 4.280 -1.665 -2.767
C 3.154 -0.726 -3.190
N 2.048 -0.768 -2.264
C 0.968 -1.549 -2.444
S 0.597 -2.325 -3.848
N 0.063 -1.599 -1.417
N 0.382 -1.173 -0.130
C 0.949 -2.016 0.770
O 1.341 -3.128 0.513
C 1.085 -1.382 2.151
S -0.479 -1.434 3.089
C -1.299 -0.044 2.441
N -0.925 0.654 1.400
C -1.870 1.646 1.262
C -1.969 2.662 0.322
C -3.043 3.522 0.430
C -3.996 3.385 1.440
C -3.914 2.378 2.383
C -2.840 1.512 2.280
N -2.442 0.420 3.018
H 4.670 -1.385 -1.789
H 3.910 -2.685 -2.715
H 5.089 -1.623 -3.490
H 3.515 0.305 -3.246
H 2.765 -1.023 -4.166
H 2.232 -0.453 -1.321
H -0.613 -2.352 -1.497
H -0.084 -0.316 0.222
H 1.392 -0.339 2.092
H 1.789 -1.966 2.742
H -1.234 2.765 -0.460
H -3.153 4.323 -0.285
H -4.818 4.082 1.484
H -4.652 2.270 3.163
H -2.898 0.025 3.823
*
```

Formally, the Mulliken partial charges of the atoms, in units of the elementary charge, are as follows: atom 1 (C): -1.045, atom 2 (C): -0.615, atom 3 (N): -0.130, atom 4 (C): 0.344, atom 5 (S): -0.480, atom 6 (N): -0.335, atom 7 (N): 0.092, atom 8 (C): 0.543, atom 9 (O): -0.620, atom 10 (C): -0.738, atom 11 (S): -0.185, atom 12 (C): 0.119, atom 13 (N): -0.430, atom 14 (C): 0.421, atom 15 (C): -0.600, atom 16 (C): -0.566, atom 17 (C): -0.432, atom 18 (C): -0.938, atom 19 (C): 0.590, atom 20 (N): -0.053, atom 21 (H): 0.323, atom 22 (H): 0.271, atom 23 (H): 0.371, atom 24 (H): 0.305, atom 25 (H): 0.365, atom 26 (H): 0.193, atom 27 (H): 0.254, atom 28 (H): 0.406, atom 29 (H): 0.367, atom 30 (H): 0.412, atom 31 (H): 0.451, atom 32 (H): 0.381, atom 33 (H): 0.376, atom 34 (H): 0.381, atom 35 (H): 0.200

---

4.
The following is a DFT calculation (wB97M-V/def2-TZVPD) of a 2-piece molecular cluster, C5H13N overall in a non-equilibrium geometry.

Summary:
⟨S²⟩: 0.754
E_tot: -252.6208 Ha
Kohn-Sham gap (alpha / beta): 10.85 / 9.79 eV
E_LUMO (alpha / beta): -4.6 / -5.6 eV
Energy relative to the best compared isomer or geometry (same formula, charge and spin): 3.598 eV

```
! wB97M-V def2-TZVPD RIJCOSX def2/J DEFGRID3
* xyz 1 2
C -0.738 -0.069 0.538
C 0.587 0.434 0.588
C 0.981 1.597 -0.330
C 0.626 -1.023 -0.108
C 0.868 -2.176 0.915
N -2.159 1.316 -1.351
H -1.418 0.516 -0.197
H -1.091 -0.505 1.458
H 1.237 0.369 1.454
H 1.804 1.338 -0.987
H 0.101 1.821 -0.920
H 1.191 2.470 0.280
H 1.575 -1.069 -0.633
H 0.001 -1.386 -0.935
H 1.783 -1.984 1.462
H 0.033 -2.360 1.589
H 0.916 -3.095 0.338
H -2.104 0.487 -1.957
H -3.144 1.594 -1.404
*
```

Formally, the Mulliken partial charges of the atoms, in units of the elementary charge, are as follows: atom 1 (C): -0.669, atom 2 (C): 0.606, atom 3 (C): -1.129, atom 4 (C): -0.383, atom 5 (C): -1.304, atom 6 (N): -0.581, atom 7 (H): 0.196, atom 8 (H): 0.335, atom 9 (H): 0.441, atom 10 (H): 0.327, atom 11 (H): 0.268, atom 12 (H): 0.382, atom 13 (H): 0.428, atom 14 (H): 0.442, atom 15 (H): 0.365, atom 16 (H): 0.348, atom 17 (H): 0.384, atom 18 (H): 0.298, atom 19 (H): 0.246